Run A
The following is a DFT calculation (ωB97M-V with the def2-TZVPD basis set) of a 2-piece molecular cluster, C5H16N3 overall.

Geometry as XYZ:
```
24
Properties=species:S:1:pos:R:3
C 0.1041 1.4757 0.9828
C 1.0637 -1.2467 1.2345
C 1.8010 -1.0044 -1.2878
C -1.7602 -0.2357 -0.7547
C 0.7705 0.7721 -0.0737
N -2.6158 -0.1159 0.5582
N 0.9674 1.4581 -1.2108
N 1.2950 -0.4571 0.0206
H -0.5494 0.8857 1.5766
H -0.4624 2.2621 0.5578
H 0.8679 1.9467 1.5388
H 1.9170 -1.3053 1.8505
H 0.2842 -0.7138 1.8296
H 0.6462 -2.1606 1.0140
H 2.0533 -2.1096 -1.2625
H 0.9384 -0.9941 -1.9728
H 2.7542 -0.3951 -1.5724
H -2.3875 0.2283 -1.5047
H -1.5653 -1.3076 -0.8413
H -2.7123 0.8596 0.7513
H -1.9980 -0.5770 1.2594
H 0.7742 2.4235 -1.3066
H 1.2990 0.9421 -2.0775
H -3.4852 -0.6310 0.6907
```

Summary:
E_LUMO = -2.72 eV
total charge = +1
orbital gap = 7.8030 eV


Run B
The following is a DFT calculation (ωB97M-V with the def2-TZVPD basis set) of a 2-piece molecular cluster, C5H16N3 overall.

Geometry as XYZ:
```
24
Properties=species:S:1:pos:R:3
C 0.9053 -2.0243 0.1086
C 2.3921 -2.1334 -0.2375
C -0.5451 -0.4567 -1.0914
N 0.3931 -0.6805 -0.1923
N -1.0698 -1.4515 -1.8302
N -0.9685 0.8041 -1.2967
H 0.3366 -2.8145 -0.3608
H 0.8446 -2.0768 1.1928
H 2.4501 -2.4840 -1.2776
H 2.9244 -2.8426 0.3690
H 0.6994 0.0624 0.4131
H -0.4684 -2.1699 -2.2048
H -1.7365 -1.1254 -2.5160
H -0.5500 1.5353 -0.7448
H -1.8856 0.9858 -1.6703
H 2.8171 -1.1351 -0.3171
C -0.5357 1.9347 2.1431
C -0.4944 3.4482 1.9865
H -0.1787 1.5342 3.0971
H -1.5302 1.4647 2.1587
H 0.0319 1.4523 1.3537
H -1.3417 3.9628 2.4445
H -0.6434 3.6704 0.9288
H 0.4348 3.8241 2.3883
```

Summary:
E_LUMO = -2.98 eV
total charge = +1
orbital gap = 11.7061 eV


Run C
The following is a DFT calculation (ωB97M-V with the def2-TZVPD basis set) of a 2-piece molecular cluster, C5H16N3 overall.

Geometry as XYZ:
```
24
Properties=species:S:1:pos:R:3
C 1.6143 0.4988 -1.2881
C 1.9710 1.6429 -0.3333
C -0.4814 -0.6813 -1.7829
N 0.1309 0.1842 -0.9967
N 0.0575 -1.0077 -2.9798
N -1.4991 -1.4271 -1.2901
H 1.6095 0.4883 -2.3633
H 2.2833 -0.4718 -0.9278
H 1.3548 2.5132 -0.4003
H 2.9860 2.0723 -0.4252
H -0.3162 0.2468 -0.0541
H 0.9621 -0.6213 -3.2818
H -0.5235 -1.5091 -3.6584
H -2.3494 -0.9734 -0.7604
H -1.6798 -2.2942 -1.5535
H 1.7037 1.4194 0.7727
C -0.3904 0.1506 2.9964
C -1.6339 -0.1457 2.1256
H 0.3776 -0.5867 2.9667
H 0.0496 1.2142 2.9347
H -0.6656 -0.0396 4.0889
H -1.2972 -0.8289 1.2930
H -2.0463 0.8312 1.9831
H -2.2175 -0.6752 2.9346
```

Summary:
E_LUMO = -2.96 eV
total charge = +1
orbital gap = 11.4719 eV


Run D
The following is a DFT calculation (ωB97M-V with the def2-TZVPD basis set) of a 2-piece molecular cluster, C5H16N3 overall.

Geometry as XYZ:
```
24
Properties=species:S:1:pos:R:3
N 1.7930 0.6719 -0.9346
C 1.8311 0.3191 0.5081
C 1.6831 -1.1809 0.7309
N 1.1682 -1.4220 2.0783
H 2.5640 0.2061 -1.4069
H 1.9635 1.6701 -1.0384
H 1.0409 0.8497 1.0175
H 2.7535 0.6807 0.9687
H 0.9586 -1.5954 0.0251
H 2.6365 -1.6836 0.5217
H 0.9310 -2.3991 2.1741
H 1.9054 -1.2798 2.7574
C -2.9589 0.8590 0.8678
C -1.8700 0.2443 0.0476
C -1.6154 0.6022 -1.2010
N -0.5179 0.0299 -1.9672
H -3.5320 1.5734 0.2837
H -3.6366 0.1063 1.2554
H -2.5119 1.3772 1.7148
H -1.2730 -0.5164 0.5434
H -2.1825 1.3760 -1.7014
H -0.5474 -0.9922 -1.9208
H -0.5995 0.2940 -2.9497
H 0.5596 0.3356 -1.4856
```

Summary:
E_LUMO = -2.83 eV
total charge = +1
orbital gap = 10.3264 eV


What is the stability order? It is run B, run D, run C, run A, from most stable to least stable.